Entry 1:
{
  "formula": "C18H21IrN7O2SSe3",
  "method": "the ωB97M-V functional and the def2-TZVPD basis",
  "spin_multiplicity": 6,
  "mol_weight_g_mol": 828.6,
  "e_homo_ev": [-12.7, -13.9],
  "e_tot_ha": -8938.51456,
  "homo_lumo_gap_ev": [6.935, 5.980],
  "s2": 8.7706,
  "charge": 2,
  "lumo_ha": [-0.2110, -0.2904],
  "relative_energy_kcal_mol": 13.1,
  "elements": ["Ir", "Se", "N", "C", "C", "C", "C", "C", "N", "C", "C", "N", "C", "C", "C", "C", "C", "N", "H", "H", "H", "H", "H", "H", "N", "N", "C", "N", "S", "H", "H", "H", "H", "H", "O", "C", "C", "C", "O", "C", "Se", "C", "Se", "H", "H", "H", "H", "H", "H", "H", "H", "H", "H"],
  "xyz": [[1.3238, 0.1151, -0.3717], [-2.5814, 4.9652, 4.4109], [-1.4968, 3.5785, 4.6970], [-1.0864, 3.1725, 3.5240], [-0.1820, 2.0365, 3.3375], [0.3385, 1.3128, 4.4113], [1.2154, 0.2812, 4.1615], [1.5517, -0.0066, 2.8425], [1.0505, 0.6682, 1.8140], [0.1933, 1.6792, 2.0472], [-0.3078, 2.4312, 0.8791], [0.0823, 2.0200, -0.3439], [-0.2943, 2.7159, -1.4123], [-1.1009, 3.8427, -1.3297], [-1.5319, 4.2534, -0.0867], [-1.1298, 3.5428, 1.0435], [-1.5420, 3.9220, 2.3958], [-2.3238, 4.9397, 2.6472], [0.0476, 1.5839, 5.4177], [1.6482, -0.2971, 4.9646], [2.2492, -0.7998, 2.6059], [0.0658, 2.3564, -2.3676], [-1.3819, 4.3708, -2.2288], [-2.1699, 5.1187, 0.0350], [1.5335, 0.0634, -2.9104], [2.4321, 1.0429, -3.3552], [3.3814, 1.5153, -2.5197], [4.3151, 2.2883, -3.0598], [3.4539, 1.1877, -0.8499], [1.8533, -0.8602, -3.1919], [0.6184, 0.2375, -3.3126], [2.5593, 1.1417, -4.3543], [4.3711, 2.4820, -4.0478], [5.0125, 2.6984, -2.4588], [-1.7953, -4.3586, -2.7871], [-1.8345, -4.6695, -1.4086], [-1.1922, -3.5033, -0.6472], [-1.1114, -3.8693, 0.8418], [-0.0274, -4.7266, 1.1280], [-2.1092, -2.2983, -0.8347], [-1.4852, -0.5930, -0.1837], [0.1945, -3.2867, -1.2550], [1.5203, -2.3339, -0.1770], [-2.2506, -5.0428, -3.2885], [-1.2721, -5.5859, -1.1930], [-2.8628, -4.8089, -1.0569], [-2.0639, -4.3005, 1.1661], [-0.9606, -2.9590, 1.4347], [-0.3152, -5.6449, 1.1142], [-3.0780, -2.4681, -0.3610], [-2.3071, -2.1285, -1.8982], [0.1090, -2.7724, -2.2104], [0.6737, -4.2498, -1.4170]],
  "forces_ev_per_angstrom": [[0.02, -0.45, -0.09], [0.35, -0.01, -0.14], [-0.31, 0.02, -0.10], [0.21, -0.15, 0.12], [-0.10, 0.18, 0.15], [-0.01, -0.02, 0.03], [0.00, 0.02, -0.04], [0.01, 0.02, 0.00], [-0.04, 0.05, 0.14], [-0.02, 0.12, -0.25], [0.21, -0.19, 0.14], [-0.11, 0.09, -0.05], [-0.03, -0.02, 0.05], [0.05, -0.06, -0.01], [-0.03, 0.04, -0.02], [-0.09, 0.15, 0.16], [0.04, 0.11, -0.26], [-0.18, -0.18, 0.17], [0.01, -0.01, 0.00], [0.01, -0.01, 0.00], [-0.01, -0.02, 0.00], [-0.03, 0.02, -0.03], [-0.01, 0.02, -0.01], [-0.01, 0.00, 0.00], [-0.01, 0.07, -0.09], [-0.03, -0.11, 0.14], [0.11, 0.10, -0.16], [-0.03, -0.02, 0.07], [0.02, 0.04, 0.12], [-0.03, 0.01, 0.02], [0.05, 0.01, -0.04], [0.02, 0.00, 0.01], [-0.01, 0.01, 0.00], [0.02, -0.01, -0.02], [-0.03, 0.01, -0.05], [0.04, -0.08, 0.04], [-0.08, -0.02, 0.05], [-0.03, -0.05, 0.08], [-0.04, -0.02, -0.07], [-0.11, -0.03, -0.01], [-0.04, 0.15, 0.07], [0.04, 0.01, -0.05], [0.06, 0.23, -0.09], [0.02, 0.00, -0.01], [-0.02, 0.01, -0.02], [0.00, 0.02, 0.00], [-0.01, 0.03, -0.01], [0.05, 0.01, -0.04], [0.03, 0.01, 0.06], [0.02, -0.02, 0.02], [0.03, -0.05, 0.01], [0.01, 0.00, 0.01], [0.00, -0.01, -0.01]],
  "lowdin_spin": [2.337, 0.001, 0.001, 0.001, 0.004, -0.001, 0.003, 0.009, 0.097, 0.011, 0.010, 0.094, 0.017, 0.002, 0.004, 0.002, 0.001, 0.000, 0.000, 0.001, 0.002, 0.001, 0.000, 0.000, 0.083, 0.012, 0.040, 0.025, 0.149, 0.001, 0.001, 0.002, 0.002, 0.002, 0.003, 0.001, 0.026, 0.023, 0.017, 0.112, 0.962, 0.086, 0.781, 0.000, 0.000, 0.001, 0.000, 0.017, 0.000, 0.011, 0.026, 0.008, 0.010]
}

Entry 2:
{
  "formula": "C3H7NS2",
  "method": "the ωB97M-V functional and the def2-TZVPD basis",
  "spin_multiplicity": 1,
  "mol_weight_g_mol": 121.2,
  "e_homo_ev": -8.6,
  "e_tot_ha": -969.58293,
  "smiles": "C=NSCCS",
  "homo_lumo_gap_ev": 9.321,
  "lumo_ha": 0.0283,
  "relative_energy_kcal_mol": 34.1,
  "elements": ["C", "N", "S", "C", "C", "S", "H", "H", "H", "H", "H", "H", "H"],
  "xyz": [[-2.6090, -1.0346, 0.0625], [-1.4608, -0.5494, 0.4009], [-0.9932, 0.8858, -0.3944], [0.4343, 1.2677, 0.6263], [1.7664, 0.7097, -0.0733], [1.8081, -1.0919, -0.0774], [-3.2326, -0.5306, -0.6598], [-2.8504, -1.9693, 0.5728], [0.3241, 0.7771, 1.6158], [0.5398, 2.3789, 0.6285], [2.6589, 1.1646, 0.3466], [1.7243, 0.9764, -1.1219], [0.4723, -1.3094, -0.3317]],
  "forces_ev_per_angstrom": [[2.02, 0.26, 0.95], [-1.50, -0.25, -0.55], [-0.17, 0.02, 0.45], [1.96, -0.18, -0.82], [-1.95, 0.45, 0.05], [-0.17, -0.62, 0.25], [-0.51, -0.20, -0.18], [-0.40, 0.24, -0.37], [-0.11, 0.70, -0.52], [-0.31, -0.81, 0.46], [0.11, -0.36, 0.30], [0.03, 0.47, -0.16], [0.99, 0.29, 0.15]],
  "lowdin_charge": [-0.142, -0.400, 0.838, -0.531, -0.635, 0.658, 0.053, 0.071, 0.076, 0.073, 0.063, 0.034, -0.157]
}